No. 1
Here is a 2-piece molecular cluster, C32H35N3O4 overall at a distorted geometry from OMol25. Energies are from ωB97M-V with the def2-TZVPD basis set.

- total energy (eV) = -46407.21206
- lowest unoccupied orbital energy (eV) = -2.24
- F_max (eV/A) = 2.3
- relative energy (zero: lowest compared OMol25 entry of this formula, charge and spin) (eV) = 2.7988
- HOMO (eV) = -7.1

Each line ends with the Mulliken charge.
Atoms and positions in Å:
1 C 2.7427 -2.5113 -0.2497  -1.26
2 N 2.0552 -2.0840 0.9466  0.70
3 C 2.7762 -1.8411 2.0914  -0.11
4 O 3.9519 -2.1421 2.2688  -0.68
5 C 1.8642 -1.1292 3.0627  0.20
6 C 2.3110 0.3135 3.2960  -1.62
7 C 2.4704 1.0474 1.9856  0.04
8 C 3.6499 0.9195 1.2460  -0.20
9 C 3.7807 1.5325 0.0019  -0.77
10 C 2.7431 2.3349 -0.4920  -0.50
11 C 1.5773 2.5025 0.2598  -1.00
12 C 1.4665 1.8873 1.5052  0.59
13 N 0.5584 -1.2181 2.3848  0.62
14 C -0.4795 -0.4819 2.8116  -1.09
15 C -1.5968 -0.1521 2.0614  0.66
16 C -2.8204 0.1062 2.6709  -1.17
17 C -4.0826 -0.0469 2.0005  0.75
18 C -5.2584 -0.3409 2.7491  -0.33
19 C -6.4003 -0.7997 2.1024  -0.72
20 C -6.4274 -0.8749 0.7019  -0.33
21 C -5.3132 -0.4975 -0.0513  -0.74
22 C -4.1548 -0.0534 0.5828  -0.11
23 C 0.6139 -1.9601 1.1063  -1.48
24 C -0.1299 -3.3628 1.0323  2.08
25 C 0.4722 -4.3243 2.0611  -1.77
26 C -0.0250 -3.9015 -0.3984  -1.78
27 C -1.6214 -3.2216 1.3052  -1.91
28 H 3.6416 -1.8899 -0.3856  0.32
29 H 3.0610 -3.5645 -0.1652  0.35
30 H 2.0819 -2.3841 -1.1149  0.45
31 H 1.8219 -1.7068 4.0008  0.44
32 H 1.5986 0.8333 3.9460  0.64
33 H 3.2904 0.2519 3.7918  0.65
34 H 4.4644 0.3147 1.6528  0.45
35 H 4.6886 1.3748 -0.5837  0.43
36 H 2.8505 2.8310 -1.4562  0.39
37 H 0.7501 3.1126 -0.1144  0.47
38 H 0.5846 2.0556 2.1229  0.37
39 H -0.4057 -0.1122 3.8364  0.43
40 H -1.5020 -0.0992 0.9695  0.32
41 H -2.8432 0.1939 3.7613  0.87
42 H -5.2092 -0.2598 3.8397  0.36
43 H -7.2556 -1.1214 2.6947  0.37
44 H -7.3101 -1.2639 0.1997  0.38
45 H -5.3212 -0.5653 -1.1369  0.39
46 H -3.2783 0.2433 0.0063  0.42
47 H 0.2096 -1.3248 0.2964  0.86
48 H 0.3121 -3.9497 3.0798  0.32
49 H -0.0350 -5.2966 1.9804  0.47
50 H 1.5442 -4.4953 1.9032  0.32
51 H -0.3285 -3.1225 -1.1144  0.38
52 H 0.9727 -4.2708 -0.6609  0.39
53 H -0.7257 -4.7415 -0.5212  0.44
54 H -2.0868 -2.5278 0.5940  0.37
55 H -2.0828 -4.2107 1.1622  0.60
56 H -1.8309 -2.8985 2.3280  0.32
57 C -2.6573 3.0254 3.9708  -1.16
58 C -1.3916 3.6993 3.9403  0.34
59 O -0.3509 3.0078 3.7659  -0.58
60 C -1.3386 5.1687 4.1854  0.43
61 C -1.8817 5.7056 5.3579  0.02
62 C -1.7594 7.0741 5.6393  -0.69
63 C -1.0810 7.9047 4.7396  -0.36
64 C -0.5194 7.3730 3.5699  -0.64
65 C -0.6266 5.9999 3.3112  -0.39
66 N -3.8423 3.6500 4.2390  0.82
67 O -4.9261 2.9948 4.2390  -0.70
68 O -3.8640 4.8922 4.4910  -0.67
69 H -2.6837 1.9651 3.7870  0.77
70 H -2.2508 5.0494 6.1429  0.34
71 H -2.2098 7.4745 6.5520  0.34
72 H -0.9775 8.9705 4.9548  0.35
73 H 0.0165 8.0146 2.8630  0.35
74 H -0.1870 5.5555 2.4143  0.40



No. 2
Here is a 13-piece molecular cluster, C45H81BNO25S6 overall at a distorted geometry from OMol25. Energies are from ωB97M-V with the def2-TZVPD basis set.

- total energy (eV) = -166343.19311
- total charge = -1
- lowest unoccupied orbital energy (eV) = 1.29
- F_max (eV/A) = 5.0
- HOMO (eV) = -7.8

Each line ends with the Mulliken charge.
Atoms and positions in Å:
1 O 3.5709 -0.1609 -1.1726  -0.67
2 C 2.3372 -0.4311 -1.3158  0.64
3 O 1.2998 0.1877 -0.8414  -0.48
4 B 0.0340 -0.4816 -1.0463  0.88
5 O 0.4380 -1.7888 -1.6379  -0.39
6 C 1.7582 -1.7268 -1.9250  0.55
7 O 2.4242 -2.5591 -2.4662  -0.60
8 O -0.8126 0.3823 -1.9241  -0.46
9 C -2.0398 0.3544 -1.4428  0.60
10 O -3.0273 0.6926 -2.0204  -0.60
11 C -2.0279 -0.3506 -0.0495  0.58
12 O -0.7460 -0.6757 0.1974  -0.43
13 O -2.9296 -0.4360 0.7771  -0.63
14 C 7.7737 -7.5873 -7.0703  -1.00
15 C 7.6654 -6.5013 -8.1321  0.77
16 O 8.5679 -6.2425 -8.9306  -0.56
17 C 6.4004 -5.6776 -8.2885  -1.03
18 H 7.4274 -7.1337 -6.1416  0.30
19 H 8.8134 -7.8827 -6.9292  0.28
20 H 7.1423 -8.4575 -7.2498  0.29
21 H 5.8764 -5.2657 -7.4260  0.33
22 H 5.6760 -6.2325 -8.8846  0.28
23 H 6.5334 -4.8579 -8.9944  0.33
24 C -10.3598 0.8791 -0.2381  -0.96
25 C -11.5533 0.8798 0.6208  0.77
26 O -11.8685 1.8152 1.3701  -0.58
27 C -12.6236 -0.1450 0.3774  -1.03
28 H -10.0808 -0.0983 -0.6318  0.32
29 H -9.5596 1.3481 0.3344  0.31
30 H -10.5936 1.5471 -1.0671  0.26
31 H -13.5131 0.0281 0.9831  0.31
32 H -12.2602 -1.1313 0.6658  0.30
33 H -12.9963 -0.1895 -0.6460  0.30
34 C -9.8577 4.4557 7.1490  -0.98
35 C -8.3846 4.5683 6.8568  0.69
36 O -7.5873 5.1155 7.6389  -0.56
37 C -7.9126 3.9743 5.4940  -0.96
38 H -10.2544 5.3370 6.6451  0.26
39 H -10.1942 4.3629 8.1816  0.32
40 H -10.3416 3.6057 6.6678  0.32
41 H -6.9224 4.3855 5.2975  0.32
42 H -8.5698 4.2070 4.6561  0.33
43 H -7.6788 2.9216 5.6530  0.26
44 C 7.3009 6.0276 -1.0697  -0.97
45 C 6.3746 7.3326 -1.0169  0.71
46 O 5.1892 7.2721 -0.8319  -0.52
47 C 7.0734 8.6657 -1.2812  -1.09
48 H 7.6098 5.7579 -2.0796  0.27
49 H 6.7568 5.2096 -0.5974  0.29
50 H 8.1541 6.1128 -0.3968  0.33
51 H 6.3235 9.4555 -1.3255  0.34
52 H 7.3849 8.9204 -2.2942  0.33
53 H 7.8991 9.0089 -0.6579  0.31
54 C -6.9510 -5.8994 -5.9654  -0.92
55 C -5.9136 -5.9285 -4.8841  0.68
56 O -5.4871 -7.0541 -4.4231  -0.60
57 C -5.2573 -4.6748 -4.3761  -0.98
58 H -7.6183 -5.0376 -5.9577  0.32
59 H -7.3911 -6.8940 -6.0371  0.32
60 H -6.2464 -5.9297 -6.7965  0.26
61 H -5.5786 -4.4945 -3.3503  0.28
62 H -5.2285 -3.7326 -4.9235  0.32
63 H -4.2354 -5.0326 -4.2500  0.31
64 C 4.6530 -7.6411 -0.7937  -0.71
65 C 4.1777 -8.1420 -2.0861  0.34
66 N 3.8041 -8.5539 -3.1196  -0.39
67 H 3.9978 -6.8218 -0.4977  0.24
68 H 5.6952 -7.3235 -0.7617  0.27
69 H 4.5769 -8.3859 -0.0014  0.26
70 C 1.7802 3.2029 4.9819  -0.68
71 C 1.4393 4.2406 6.1077  -0.50
72 C 2.6616 4.1710 7.0387  -0.76
73 S 4.1470 4.3360 5.9261  1.09
74 O 5.2959 3.5450 6.2975  -0.64
75 O 4.2989 5.7841 5.8260  -0.65
76 C 3.2120 3.6664 4.4679  -0.67
77 H 1.1486 3.2243 4.0938  0.32
78 H 1.9055 2.2060 5.4046  0.32
79 H 0.5434 3.8856 6.6170  0.31
80 H 1.3257 5.2670 5.7589  0.33
81 H 2.7541 3.1425 7.3878  0.38
82 H 2.6630 4.9716 7.7784  0.39
83 H 3.7589 2.8142 4.0643  0.38
84 H 3.1187 4.4429 3.7087  0.37
85 C -2.0516 6.8864 0.2705  -0.56
86 C -3.5825 6.4209 0.4044  -0.70
87 C -4.3836 6.8640 -0.8214  -0.63
88 S -3.7245 8.5852 -1.1931  1.09
89 O -4.6367 9.5362 -0.5190  -0.64
90 O -3.1330 8.7194 -2.4995  -0.61
91 C -2.2318 8.3959 -0.0676  -0.76
92 H -1.5687 6.4304 -0.5938  0.29
93 H -1.4092 6.6886 1.1286  0.32
94 H -3.9936 7.0478 1.1957  0.30
95 H -3.7885 5.3907 0.6947  0.39
96 H -5.4510 6.9082 -0.6053  0.36
97 H -4.2366 6.1587 -1.6394  0.37
98 H -2.5067 9.0429 0.7654  0.36
99 H -1.3637 8.7980 -0.5899  0.41
100 C 2.3037 4.8359 -5.8061  -0.56
101 C 2.9822 6.0657 -6.4395  -0.63
102 C 2.4395 6.3164 -7.8542  -0.67
103 S 0.6786 5.8214 -7.8218  1.05
104 O 0.4292 4.8866 -8.9272  -0.64
105 O -0.2463 6.9343 -7.4377  -0.63
106 C 0.8790 4.8962 -6.2540  -0.72
107 H 2.3908 4.8790 -4.7205  0.30
108 H 2.7456 3.9075 -6.1679  0.28
109 H 4.0545 5.9169 -6.3125  0.36
110 H 2.8622 6.9791 -5.8569  0.31
111 H 2.9200 5.6750 -8.5929  0.33
112 H 2.5466 7.3316 -8.2364  0.42
113 H 0.4017 3.9165 -6.2326  0.43
114 H 0.1707 5.3506 -5.5612  0.36
115 C -1.2326 -7.4678 0.9968  -0.72
116 C -0.6541 -6.9698 2.3712  -0.60
117 C 0.0468 -8.2612 2.9856  -0.59
118 S -0.7425 -9.7618 2.2182  1.08
119 O -1.5285 -10.5274 3.2083  -0.65
120 O 0.2259 -10.3735 1.2843  -0.62
121 C -1.9345 -8.8098 1.1857  -0.73
122 H -0.4202 -7.6874 0.3041  0.36
123 H -2.0623 -6.9000 0.5758  0.36
124 H -1.6300 -6.8067 2.8286  0.24
125 H -0.2108 -5.9741 2.3860  0.41
126 H -0.2630 -8.2899 4.0303  0.32
127 H 1.1326 -8.3406 2.9326  0.39
128 H -2.8611 -8.6305 1.7310  0.35
129 H -2.0863 -9.4702 0.3320  0.41
130 C 11.2260 -1.9615 -3.4330  -0.64
131 C 12.5057 -2.0466 -2.4602  -0.62
132 C 12.8066 -3.5108 -2.3298  -0.71
133 S 11.2049 -4.3941 -2.0306  1.05
134 O 10.9423 -4.5454 -0.6259  -0.62
135 O 11.2210 -5.5961 -2.8207  -0.63
136 C 10.2811 -2.9751 -2.6994  -0.66
137 H 11.4415 -2.2944 -4.4483  0.34
138 H 10.8791 -0.9288 -3.4672  0.30
139 H 12.1907 -1.7301 -1.4659  0.31
140 H 13.3881 -1.4938 -2.7826  0.34
141 H 13.5891 -3.9493 -1.7106  0.44
142 H 13.0712 -3.9097 -3.3091  0.34
143 H 9.9020 -2.3937 -1.8589  0.38
144 H 9.4842 -3.2845 -3.3757  0.41
145 C -4.5825 -1.7198 7.8463  -0.50
146 C -5.4949 -0.9629 8.9129  -0.59
147 C -6.4524 -1.9013 9.6201  -0.66
148 S -6.5573 -3.4091 8.5252  1.08
149 O -7.8586 -3.5803 7.9380  -0.63
150 O -5.7984 -4.4498 9.2692  -0.65
151 C -5.4163 -2.7972 7.2670  -0.74
152 H -3.7546 -2.2374 8.3309  0.30
153 H -4.2151 -1.0495 7.0693  0.32
154 H -5.8417 0.0235 8.6050  0.35
155 H -4.9662 -0.6882 9.8256  0.25
156 H -7.4942 -1.6384 9.8035  0.36
157 H -6.0958 -2.2525 10.5884  0.33
158 H -6.1468 -2.2389 6.6816  0.34
159 H -4.8945 -3.5511 6.6775  0.43



No. 3
Here is a 2-piece molecular cluster, C26H26F5N4O overall at a distorted geometry from OMol25. Energies are from ωB97M-V with the def2-TZVPD basis set.

- total energy (eV) = -48972.40699
- total charge = +1
- lowest unoccupied orbital energy (eV) = -4.63
- F_max (eV/A) = 2.3
- relative energy (zero: lowest compared OMol25 entry of this formula, charge and spin) (eV) = 0.0000
- HOMO (eV) = -11.3

Each line ends with the natural charge from an NBO analysis.
Atoms and positions in Å:
1 C 1.7964 -4.9018 0.9998  -0.42
2 N 1.6069 -3.4726 0.8696  -0.45
3 C 2.6097 -2.5703 1.0813  0.68
4 O 3.7308 -2.8225 1.5139  -0.58
5 C 2.0653 -1.1822 0.7269  -0.12
6 C 2.6818 -0.5954 -0.5378  -0.43
7 C 4.1580 -0.4266 -0.3824  -0.17
8 C 5.0526 -1.3657 -0.8918  0.37
9 F 4.5646 -2.4518 -1.5413  -0.30
10 C 6.4253 -1.2710 -0.6827  0.28
11 F 7.2535 -2.2342 -1.1316  -0.28
12 C 6.9351 -0.1934 0.0447  0.31
13 F 8.2564 -0.1005 0.2780  -0.27
14 C 6.0645 0.7699 0.5536  0.26
15 F 6.5479 1.7959 1.2805  -0.28
16 C 4.6931 0.6357 0.3431  0.40
17 F 3.8478 1.5169 0.9417  -0.32
18 N 0.6286 -1.4518 0.6377  -0.33
19 C -0.2425 -0.4473 0.4386  0.23
20 C -1.6044 -0.6284 0.2649  -0.38
21 C -2.5052 0.4118 0.1011  0.03
22 C -3.9198 0.2121 0.0035  -0.07
23 C -4.7698 1.3466 -0.0739  -0.15
24 C -6.1440 1.2009 -0.2059  -0.22
25 C -6.7240 -0.0841 -0.2580  -0.13
26 C -5.8967 -1.2175 -0.1568  -0.20
27 C -4.5214 -1.0799 -0.0159  -0.17
28 C 0.2959 -2.8908 0.6319  0.33
29 C -0.2708 -3.3857 -0.7065  -0.64
30 C -0.6740 -3.3362 1.7422  -0.64
31 H 2.8617 -5.1114 1.0932  0.26
32 H 1.2723 -5.2920 1.8791  0.21
33 H 1.3921 -5.4061 0.1154  0.21
34 H 2.2826 -0.4955 1.5614  0.25
35 H 2.4873 -1.2625 -1.3833  0.24
36 H 2.2166 0.3822 -0.7275  0.24
37 H 0.1879 0.5636 0.4307  0.24
38 H -2.0062 -1.6414 0.2487  0.21
39 H -2.1449 1.4452 0.0522  0.27
40 H -4.2965 2.3311 -0.0307  0.24
41 H -6.7761 2.0885 -0.2735  0.24
42 H -7.8004 -0.2039 -0.3745  0.24
43 H -6.3321 -2.2182 -0.1928  0.23
44 H -3.8955 -1.9723 0.0677  0.21
45 H 0.4655 -3.2404 -1.5074  0.23
46 H -0.4995 -4.4558 -0.6090  0.24
47 H -1.1922 -2.8568 -0.9668  0.22
48 H -0.2431 -3.1477 2.7336  0.24
49 H -1.6360 -2.8227 1.6736  0.22
50 H -0.8543 -4.4157 1.6263  0.24
51 C -0.7659 7.1875 -0.6682  -0.41
52 N -1.3221 5.8434 -0.8316  -0.34
53 C -1.2105 4.7923 0.0526  0.17
54 N -1.8469 3.7207 -0.4103  -0.53
55 C -2.3942 4.0787 -1.6304  -0.12
56 C -2.0727 5.3933 -1.9081  -0.07
57 H -1.0234 7.7794 -1.5519  0.23
58 H -1.1732 7.6838 0.2238  0.22
59 H 0.3276 7.1604 -0.5618  0.22
60 H -0.6592 4.9023 0.9793  0.21
61 H -2.9770 3.3922 -2.2268  0.21
62 H -2.3128 6.0176 -2.7516  0.23



No. 4
Here is a 12-piece molecular cluster, H24O12 overall from OMol25. Energies are from ωB97M-V with the def2-TZVPD basis set.

- structure (SMILES) = O.O.O.O.O.O.O.O.O.O.O.O
- total energy (eV) = -24960.56094
- lowest unoccupied orbital energy (eV) = -0.19
- F_max (eV/A) = 0.8
- relative energy (zero: lowest compared OMol25 entry of this formula, charge and spin) (eV) = 1.1335
- HOMO (eV) = -9.9

Each line ends with the natural charge from an NBO analysis.
Atoms and positions in Å:
1 O 3.5381 0.5179 -0.3057  -0.96
2 H 4.0716 -0.2775 -0.1813  0.47
3 H 2.6593 0.1882 -0.5540  0.49
4 O -0.5823 -1.1646 2.6697  -1.00
5 H 0.3185 -0.7612 2.6497  0.52
6 H -0.6684 -1.5163 3.5642  0.49
7 O -0.5184 -1.9521 -4.3014  -0.96
8 H -0.0584 -2.7221 -4.6542  0.48
9 H -1.4502 -2.1029 -4.5021  0.49
10 O -1.8977 1.4284 3.0124  -0.98
11 H -1.3788 0.6355 2.7797  0.49
12 H -2.4765 1.1512 3.7282  0.48
13 O 1.8721 0.1030 2.3844  -0.99
14 H 2.4599 0.4567 3.0633  0.49
15 H 2.4138 0.0736 1.5762  0.51
16 O -2.7833 -1.3662 0.9136  -0.96
17 H -2.0937 -1.4161 1.5998  0.49
18 H -3.6156 -1.5027 1.3772  0.46
19 O 0.7568 -0.7135 0.0288  -0.98
20 H 0.4804 -0.6497 -0.8917  0.49
21 H 0.0504 -0.2788 0.5223  0.50
22 O -0.4127 3.0466 -1.9483  -0.98
23 H -0.2269 2.8784 -1.0021  0.49
24 H -0.0810 2.2772 -2.4323  0.47
25 O 2.6626 -2.9929 1.5810  -0.95
26 H 2.1393 -2.3141 1.1304  0.48
27 H 2.7617 -2.6664 2.4808  0.46
28 O 0.0408 0.6463 -3.3188  -0.99
29 H 0.4019 1.1805 -4.0391  0.48
30 H 0.1148 -0.2738 -3.6334  0.51
31 O -3.0307 1.1764 -2.5246  -0.95
32 H -2.8712 1.2873 -1.5813  0.47
33 H -2.2056 0.8137 -2.8716  0.48
34 O -0.1770 2.3621 0.8466  -0.98
35 H 0.6486 2.3243 1.3406  0.48
36 H -0.8624 2.1238 1.4930  0.50



No. 5
Here is the molecule C3H3N3S at a distorted geometry from OMol25. Energies are from ωB97M-V with the def2-TZVPD basis set.

- structure (SMILES) = Sc1ncncn1
- total energy (eV) = -18464.91763
- lowest unoccupied orbital energy (eV) = 0.28
- F_max (eV/A) = 2.2
- relative energy (zero: lowest compared OMol25 entry of this formula, charge and spin) (eV) = 0.1654
- HOMO (eV) = -9.8

Each line ends with the natural charge from an NBO analysis.
Atoms and positions in Å:
1 S -2.2141 -0.0700 -0.0268  0.08
2 C -0.4487 -0.0389 0.0469  0.30
3 N 0.1769 1.1492 0.0153  -0.51
4 C 1.4818 1.1224 -0.0277  0.29
5 N 2.2414 0.0468 -0.0274  -0.48
6 C 1.5119 -1.0942 0.0496  0.29
7 N 0.2124 -1.2009 -0.0273  -0.50
8 H -2.3197 1.2166 0.2690  0.15
9 H 1.9845 2.0605 -0.0315  0.18
10 H 2.0753 -2.0601 0.0544  0.19



> Among the records above, which one has the lowest HOMO?

C26H26F5N4O



> Which formula does entry 2 have?

C45H81BNO25S6